A cluster of 12 separate species, C42H112N11O16 in total. Source: the Open Molecules 2025 dataset; level of theory: wB97M-V/def2-TZVPD.

Each line ends with the Mulliken spin population.
Element x y z (Å)
O: 3.461 3.418 -2.121  0.000
O: 3.352 -1.862 0.921  0.000
O: -0.315 6.527 -4.692  0.000
O: 0.745 6.279 -0.730  0.000
O: -6.795 -3.396 -0.347  0.000
O: -2.041 0.225 -2.686  0.139
O: -2.991 3.285 -6.374  0.000
O: 6.246 2.730 4.662  0.000
O: 1.394 1.110 -5.702  0.000
O: 3.060 -1.623 5.361  0.000
O: 0.221 -3.902 -3.158  0.000
O: -4.271 -1.358 -1.324  0.125
O: 0.061 0.362 1.456  0.041
O: -4.960 -6.673 3.738  0.000
O: 0.765 -6.516 3.577  0.000
O: -1.594 -1.546 2.458  0.106
N: -3.164 2.845 -1.952  0.010
N: 0.658 -0.911 3.887  0.003
N: -0.437 2.952 1.635  0.007
N: 1.602 3.771 -0.046  0.002
N: -1.638 4.204 -3.874  0.000
N: -3.406 -0.097 3.905  0.026
N: 1.258 -3.676 4.207  0.000
N: -4.444 -4.609 1.197  -0.001
N: 1.560 -1.446 -3.600  0.000
N: -5.825 0.024 0.632  -0.006
N: 5.418 0.797 2.358  0.000
C: 4.534 1.517 3.253  -0.001
C: 2.671 2.763 -0.007  -0.002
C: -6.885 -4.254 0.851  0.000
C: 0.122 7.477 -0.916  0.000
C: 0.510 7.325 -5.542  0.000
C: -1.812 -1.187 1.286  0.270
C: 1.281 -7.731 2.991  0.000
C: -3.162 -1.031 -0.777  0.214
C: 0.781 -5.408 2.522  -0.002
C: 2.690 -3.684 4.046  0.000
C: -0.761 -0.145 0.677  0.228
C: 4.228 4.239 -2.911  0.000
C: 5.270 2.845 3.672  0.000
C: 3.838 -0.506 1.023  0.001
C: 5.811 2.232 5.938  0.000
C: 2.481 -2.223 -0.198  -0.009
C: 2.033 4.989 0.623  -0.001
C: -0.649 4.847 -3.005  0.003
C: -3.939 -6.606 2.683  0.000
C: 3.410 -3.008 5.202  0.000
C: 3.859 3.097 -0.829  0.000
C: 0.448 -4.022 3.012  -0.021
C: 1.944 1.892 -6.761  0.000
C: -4.106 3.941 -5.781  0.000
C: 0.869 -3.554 -4.358  -0.001
C: -2.306 2.453 -5.553  0.001
C: 0.893 -2.109 -4.706  -0.001
C: 5.088 -0.513 1.981  0.001
C: -5.198 -7.979 4.208  0.000
C: -3.057 -1.442 0.462  -0.136
C: -1.162 3.016 -4.695  -0.004
C: 2.303 0.773 -4.730  0.000
C: -1.204 -3.784 -3.273  -0.007
C: 0.414 5.593 -3.888  -0.001
C: 0.903 5.965 0.630  0.000
C: 1.484 0.022 -3.582  0.001
C: -6.003 -4.045 -1.388  0.002
C: -0.893 0.160 -0.729  -0.184
C: 3.904 -0.886 6.147  0.000
C: -3.612 -5.131 2.267  0.000
C: -2.055 -0.221 -1.480  0.241
C: -5.675 -4.127 1.868  0.000
H: -7.826 -4.007 1.342  0.000
H: 1.035 4.791 -4.286  0.000
H: -5.881 -7.990 5.057  0.000
H: -0.684 2.223 -4.118  0.002
H: 2.275 -7.584 2.569  0.000
H: 4.397 0.907 4.146  0.001
H: -0.346 3.297 -5.361  0.000
H: -0.025 0.671 -1.120  -0.012
H: 2.594 1.771 -4.401  0.000
H: 2.286 2.872 -6.427  0.000
H: 4.795 2.355 6.313  0.000
H: -1.870 4.904 -4.565  0.000
H: 2.062 0.317 -2.707  0.002
H: -5.000 3.319 -5.752  0.000
H: -4.378 4.814 -6.375  0.000
H: -2.050 1.518 -6.052  0.000
H: -2.930 1.938 -4.823  0.000
H: -3.313 0.548 3.133  -0.002
H: -1.630 -4.372 -4.086  0.000
H: 2.952 5.434 0.241  0.000
H: 2.287 4.783 1.663  0.001
H: 1.341 -8.487 3.774  0.000
H: 6.380 0.682 2.643  0.000
H: 3.782 4.259 -3.905  0.000
H: 3.019 -2.985 3.277  0.000
H: 0.239 3.327 0.984  0.011
H: -1.367 3.314 1.482  -0.004
H: -3.906 4.251 -4.755  0.000
H: -0.105 -1.765 -4.980  0.001
H: -5.999 -3.398 -2.265  -0.001
H: -4.289 -8.445 4.589  0.000
H: 5.287 4.008 -2.800  0.000
H: 6.286 2.872 6.682  0.000
H: -6.932 -5.311 0.591  0.000
H: 1.257 -1.787 -2.699  0.000
H: 0.766 8.280 -5.082  0.000
H: -0.079 5.624 0.960  0.001
H: 2.457 1.711 -0.198  0.002
H: 3.545 0.122 6.353  0.000
H: 3.144 0.245 -5.179  0.000
H: -4.974 -4.195 -1.060  -0.001
H: 1.208 6.728 1.345  0.000
H: -4.365 -0.410 3.880  -0.006
H: -3.046 -6.991 3.176  0.000
H: 0.741 -0.738 2.895  -0.003
H: -5.898 -0.133 1.627  -0.002
H: -0.293 -1.249 3.881  -0.001
H: 4.174 -0.224 0.025  0.000
H: -3.791 -2.117 0.879  -0.039
H: -2.659 1.982 -2.094  -0.010
H: 0.408 8.216 -0.167  0.000
H: 3.040 0.175 1.320  -0.005
H: 4.836 -0.905 5.581  0.000
H: 0.727 0.003 4.311  -0.001
H: 5.893 -0.967 1.404  0.000
H: 1.497 -1.967 -5.602  0.000
H: 0.112 7.573 -6.525  0.000
H: 2.575 -1.563 -1.061  -0.002
H: -0.946 7.271 -0.988  0.000
H: 4.900 -1.071 2.899  0.000
H: 3.888 -1.259 7.171  0.000
H: 1.881 -3.727 -3.992  0.000
H: -5.342 -0.626 0.029  -0.005
H: 0.530 -3.330 2.173  0.029
H: 0.352 7.964 -1.863  0.000
H: -1.453 -2.724 -3.309  0.004
H: 4.444 3.504 3.941  0.000
H: 4.531 2.244 -0.731  0.000
H: 1.718 4.189 -0.958  0.000
H: 1.259 -1.675 4.161  0.001
H: -0.229 3.963 -2.526  -0.001
H: 1.237 -4.513 4.772  0.000
H: 1.003 6.117 -3.135  0.000
H: -1.715 -4.275 -2.444  0.002
H: -4.145 -7.179 1.780  0.000
H: -4.005 -3.736 0.939  0.004
H: -0.981 5.647 -2.343  -0.001
H: -4.064 2.624 -2.354  0.003
H: 4.099 5.239 -2.497  0.000
H: 0.140 -5.581 1.657  0.000
H: 0.495 0.450 -3.750  -0.005
H: 4.313 3.987 -0.395  0.000
H: 2.871 2.660 1.060  0.000
H: -3.030 0.253 4.775  -0.008
H: -5.545 -8.582 3.368  0.000
H: -5.898 -4.667 2.788  0.000
H: 3.357 -3.478 6.184  0.000
H: -5.391 0.925 0.491  0.004
H: 5.805 3.301 2.839  0.000
H: -3.137 3.030 -0.959  -0.001
H: 3.071 -4.686 3.850  0.000
H: 0.527 -8.108 2.300  0.000
H: 1.407 6.750 -5.772  0.000
H: -2.664 3.576 -2.438  0.002
H: 0.617 -4.168 -5.222  0.000
H: -0.230 3.105 2.612  -0.009
H: -6.351 -5.033 -1.686  0.000
H: -5.662 -3.051 2.039  -0.001
H: -0.578 -4.128 3.365  -0.007
H: 1.435 -2.202 0.106  0.009
H: -2.603 -5.209 1.862  0.001
H: 1.149 2.035 -7.493  0.000
H: -2.809 -0.830 3.548  0.008
H: 2.742 1.315 -7.227  0.000
H: 2.899 -3.122 -0.650  0.000
H: -6.754 0.156 0.259  -0.001
H: 1.758 -5.461 2.041  0.000
H: 3.517 1.681 2.897  -0.001
H: -0.613 1.965 1.511  -0.005
H: 6.182 1.216 6.074  0.000
H: 4.471 -3.199 5.046  0.000
H: -3.430 -4.258 2.893  -0.001

Summary:
LUMO (spin up / spin down), eV: -6.3 / -6.3
<S²>: 0.777
Spin multiplicity: 2
Net charge: +2

=====

The molecule C16H21N7O. Source: the Open Molecules 2025 dataset; level of theory: wB97M-V/def2-TZVPD.

Each line ends with the Mulliken charge.
Element x y z (Å)
O: -1.610 -0.741 -0.513  -0.796
N: -0.732 2.709 4.449  0.659
N: 0.460 1.060 -0.184  -0.073
N: 1.409 2.696 1.506  -0.149
N: 2.840 1.491 -1.667  -0.602
N: -1.601 2.144 3.646  -0.953
N: 1.782 0.141 -3.339  -0.786
N: -1.481 -2.479 -1.896  -0.045
C: 0.513 2.930 3.826  -0.104
C: 1.692 3.680 4.428  -1.276
C: 2.617 2.137 -0.471  -0.486
C: -1.324 3.492 5.540  -0.951
C: 0.634 0.537 -1.421  -0.217
C: -0.967 -3.572 -2.768  1.036
C: 0.081 -0.536 -1.966  1.251
C: -1.584 -3.245 -4.162  -1.224
C: -1.083 2.136 2.483  -0.513
C: -1.021 -1.216 -1.480  0.536
C: 0.517 -3.876 -2.765  -1.424
C: 0.382 2.628 2.531  0.714
C: -1.636 -4.789 -2.095  -1.723
C: 1.795 0.837 -2.176  0.230
C: 0.791 -0.683 -3.208  -0.780
C: 1.472 1.977 0.310  0.358
H: -1.031 -2.328 -4.504  0.272
H: -1.342 -4.075 -4.924  0.335
H: 1.388 4.692 4.807  0.318
H: 0.501 -1.359 -4.040  0.335
H: -2.258 2.951 5.949  0.273
H: 2.072 3.492 1.641  0.303
H: -1.499 -5.590 -2.850  0.415
H: -2.447 -2.800 -1.590  0.269
H: -0.622 3.532 6.376  0.365
H: -2.655 -2.992 -4.150  0.330
H: 0.109 0.419 0.440  0.345
H: 2.103 3.177 5.206  0.391
H: 0.880 -4.164 -1.729  0.322
H: -2.704 -4.567 -2.000  0.503
H: 1.070 -2.994 -3.186  0.373
H: -1.660 1.854 1.551  0.438
H: 0.660 -4.719 -3.427  0.447
H: 2.533 3.924 3.716  0.253
H: 3.591 2.588 -0.121  0.311
H: -1.487 4.478 5.310  0.367
H: -1.147 -4.976 -1.083  0.353

Summary:
LUMO, eV: -0.4
Energy above the lowest of the compared OMol25 structures with the same formula, charge and spin, kJ/mol: 374.2
Spin multiplicity: 1

=====

A cluster of 2 separate species, C17H10BF7O in total. Source: the Open Molecules 2025 dataset; level of theory: wB97M-V/def2-TZVPD.

Each line ends with the Mulliken charge.
Element x y z (Å)
F: -1.266 -4.393 -2.261  -0.298
F: -5.302 0.197 1.815  -0.372
F: 4.107 1.546 2.132  -0.305
F: 1.209 -4.248 1.793  -0.307
F: -5.415 1.870 0.185  -0.414
F: -4.874 -0.315 -0.456  -0.387
F: 3.022 3.926 -1.837  -0.306
O: -2.394 0.134 1.136  -0.298
C: -2.706 2.290 0.601  -0.413
C: -0.512 -3.691 -1.348  0.297
C: 1.996 1.833 -1.420  -1.015
C: 0.631 -1.628 -0.730  1.440
C: 0.741 -3.621 0.656  0.234
C: 3.417 1.628 0.940  0.223
C: -3.325 1.068 0.751  0.009
C: -1.204 0.759 1.253  -0.626
C: 0.918 -0.303 -1.130  -0.460
C: 3.614 2.761 0.155  -0.663
C: -0.065 -4.362 -0.206  -0.639
C: 1.824 0.658 -0.619  1.242
C: 2.870 2.823 -1.027  0.372
C: 2.568 0.581 0.597  -0.623
C: -0.218 -2.371 -1.613  -1.034
C: 1.110 -2.299 0.436  -0.661
C: -1.332 2.092 0.918  -0.240
B: -4.851 0.633 0.568  0.460
H: -3.161 3.223 0.302  0.510
H: -0.325 -5.395 -0.010  0.496
H: 4.299 3.551 0.441  0.497
H: -0.592 -1.872 -2.506  0.464
H: -0.551 2.838 0.900  0.479
H: 1.756 -1.799 1.147  0.478
H: 2.476 -0.271 1.262  0.527
H: 1.428 1.911 -2.348  0.448
H: 0.417 0.002 -2.055  0.197
H: -0.311 0.243 1.576  0.690

Summary:
LUMO, eV: -4.3
Energy above the lowest of the compared OMol25 structures with the same formula, charge and spin, kJ/mol: 83.0
Spin multiplicity: 1

=====

Question: Among the records above, which one has the highest spin multiplicity?
Answer: C42H112N11O16

=====

Question: Which formula does entry 2 have?
Answer: C16H21N7O